[1]
{"formula": "C15H17ClN2O4", "method": "ωB97M-V/def2-TZVPD", "de_lowest_ev": 0.191, "multiplicity": 1, "homo_ha": -0.3371, "e_tot_ev": -39525.0621, "smiles": "CCOC(=O)C[C@@H]1C(=O)NCCN1C(=O)c1ccc(Cl)cc1", "max_force_ev_per_a": 0.6, "elements": ["Cl", "O", "O", "O", "O", "N", "N", "C", "C", "C", "C", "C", "C", "C", "C", "C", "C", "C", "C", "C", "C", "C", "H", "H", "H", "H", "H", "H", "H", "H", "H", "H", "H", "H", "H", "H", "H", "H", "H"], "positions_angstrom": [[5.634, 2.950, -0.274], [-0.858, -2.590, -0.204], [1.341, -2.283, 0.058], [-0.415, 0.988, 3.601], [-0.641, 1.529, -1.939], [-0.691, 0.501, 0.059], [-2.146, 1.311, 2.215], [2.406, 0.640, -0.606], [3.717, 1.064, -0.476], [-0.898, 0.889, 2.494], [2.985, 3.359, -0.557], [0.210, -2.121, 0.434], [-0.143, 0.189, 1.355], [-0.621, -3.295, -1.429], [1.679, 2.928, -0.698], [-2.768, 1.378, 0.909], [3.999, 2.421, -0.445], [-1.954, -3.779, -1.966], [-0.055, 1.196, -0.926], [-2.129, 0.352, -0.023], [-0.197, -1.331, 1.661], [1.376, 1.569, -0.706], [-1.203, -1.628, 1.955], [0.899, 0.516, 1.392], [4.515, 0.343, -0.398], [-0.131, -2.613, -2.132], [3.216, 4.412, -0.542], [-2.638, 2.382, 0.484], [-2.614, 1.791, 2.973], [-2.408, -0.665, 0.259], [0.494, -1.536, 2.478], [-3.838, 1.184, 1.016], [2.199, -0.418, -0.634], [-2.435, -4.434, -1.245], [-1.794, -4.326, -2.891], [-2.608, -2.934, -2.163], [-2.427, 0.540, -1.056], [0.883, 3.649, -0.804], [0.060, -4.128, -1.228]], "lowdin_charge": [0.68, -0.01, 0.11, 0.08, 0.08, 0.00, 0.09, -0.02, -0.08, -0.45, -0.09, -0.50, -0.16, -0.21, -0.01, -0.13, -0.67, -0.06, -0.40, -0.11, 0.00, -0.14, 0.13, 0.16, 0.11, 0.13, 0.11, 0.13, 0.15, 0.12, 0.14, 0.12, 0.10, 0.08, 0.08, 0.08, 0.13, 0.12, 0.13]}



[2]
{"formula": "C12H18ClNO3SZr", "method": "ωB97M-V/def2-TZVPD", "multiplicity": 1, "homo_ha": -0.7989, "e_tot_ev": -44947.2005, "total_charge": 4, "max_force_ev_per_a": 2.4, "elements": ["Zr", "Cl", "S", "O", "O", "O", "N", "C", "C", "C", "C", "C", "C", "C", "C", "C", "C", "C", "C", "H", "H", "H", "H", "H", "H", "H", "H", "H", "H", "H", "H", "H", "H", "H", "H", "H", "H"], "positions_angstrom": [[-0.354, -1.383, -4.926], [0.286, 1.961, 3.484], [-1.582, -2.174, 2.783], [-0.259, 3.016, -1.599], [-0.750, -1.376, -2.875], [-0.426, 1.040, -2.712], [0.729, -3.309, -2.470], [-2.264, -0.186, 1.130], [0.674, 0.888, 2.169], [2.136, 0.272, -1.095], [0.643, -0.169, -1.027], [-2.029, -1.772, 1.155], [-0.290, 0.872, -0.315], [-0.029, -2.494, -2.788], [-1.784, 0.587, -0.123], [2.099, 0.385, 2.321], [-0.315, 1.871, -1.526], [0.173, -0.132, -2.514], [0.303, 1.677, 0.841], [-2.271, 1.551, 0.064], [2.256, 1.348, -1.010], [-2.985, -2.246, 0.927], [1.208, 2.211, 0.564], [-3.343, -0.060, 1.172], [0.952, -0.184, -3.316], [-2.232, 0.167, -1.019], [-0.237, -2.283, 2.675], [-0.013, 0.005, 2.319], [2.731, -0.228, -0.342], [2.200, -0.550, 1.770], [2.819, 1.100, 1.933], [2.584, 0.001, -2.047], [-1.888, 0.256, 2.041], [2.301, 0.141, 3.358], [0.669, -1.133, -0.525], [-0.423, 2.450, 1.081], [-1.289, -2.122, 0.444]], "lowdin_charge": [1.82, 1.01, 1.33, 0.35, -0.16, 0.11, 0.35, -0.14, -0.66, 0.03, -0.16, -0.43, -0.27, -0.40, -0.05, -0.07, -0.33, -0.27, -0.10, 0.18, 0.11, 0.13, 0.14, 0.15, 0.15, 0.14, -0.01, 0.08, 0.10, 0.08, 0.12, 0.11, 0.07, 0.10, 0.14, 0.13, 0.08]}



[3]
{"formula": "C30H60AsF6O30Tl", "method": "ωB97M-V/def2-TZVPD", "de_lowest_ev": 0.795, "multiplicity": 1, "homo_ha": -0.5304, "e_tot_ev": -175321.6750, "total_charge": 2, "max_force_ev_per_a": 4.4, "elements": ["Tl", "As", "F", "F", "F", "F", "F", "F", "O", "O", "O", "O", "O", "O", "O", "O", "O", "O", "O", "O", "O", "O", "O", "O", "O", "O", "O", "O", "O", "O", "O", "O", "O", "O", "O", "O", "O", "O", "C", "C", "C", "C", "C", "C", "C", "C", "C", "C", "C", "C", "C", "C", "C", "C", "C", "C", "C", "C", "C", "C", "C", "C", "C", "C", "C", "C", "C", "C", "H", "H", "H", "H", "H", "H", "H", "H", "H", "H", "H", "H", "H", "H", "H", "H", "H", "H", "H", "H", "H", "H", "H", "H", "H", "H", "H", "H", "H", "H", "H", "H", "H", "H", "H", "H", "H", "H", "H", "H", "H", "H", "H", "H", "H", "H", "H", "H", "H", "H", "H", "H", "H", "H", "H", "H", "H", "H", "H", "H"], "positions_angstrom": [[1.464, 3.899, -1.343], [0.105, 0.339, 0.043], [0.155, -0.381, 1.726], [1.839, -0.194, -0.116], [0.675, 1.921, 0.720], [-0.263, -1.276, -0.701], [0.157, 1.174, -1.580], [-1.663, 0.633, 0.208], [3.343, 1.905, -2.573], [-4.594, -1.452, -1.850], [-5.507, 2.862, 0.220], [1.630, -3.300, 4.976], [-1.558, -0.940, -4.641], [4.721, 1.974, -4.504], [2.598, -1.599, 6.249], [-6.300, 3.622, 2.198], [-2.633, -2.916, -4.674], [2.897, -3.770, 6.713], [-3.358, 2.368, -2.537], [1.540, 4.155, 1.918], [4.246, 0.744, 1.772], [-0.027, -4.697, -1.755], [4.147, -5.076, 3.494], [-3.458, -1.036, -5.656], [-0.047, -5.113, -3.956], [-1.427, 3.220, -1.405], [1.600, -3.682, -2.988], [-6.874, 4.546, 0.153], [5.619, -3.292, 3.125], [3.740, 0.103, -3.915], [0.159, 5.110, 3.405], [-6.323, -0.309, -1.639], [-3.325, 4.489, -1.676], [3.715, -3.675, 1.929], [5.465, 1.398, -0.037], [2.226, 4.664, 4.214], [3.386, 2.314, 0.372], [-5.924, -1.996, -0.110], [-6.205, 3.652, 0.998], [0.909, -2.631, 3.970], [-0.311, 5.431, 4.719], [3.724, -3.493, 7.848], [3.793, -2.513, 1.146], [-3.388, -2.001, -1.247], [2.356, -2.753, 5.995], [-0.564, -1.308, -3.768], [4.276, 1.531, 0.666], [3.896, 1.386, -3.585], [0.606, -4.385, -2.944], [3.516, 4.173, 4.041], [0.484, -4.240, -0.511], [-2.569, -1.734, -4.910], [-5.688, -1.356, -1.155], [-4.973, 1.655, 0.712], [4.824, -5.709, 4.546], [3.200, -0.815, -2.897], [-2.579, 3.309, -1.836], [6.512, 0.541, 0.450], [0.356, -4.798, -5.265], [-7.663, -0.023, -1.262], [3.063, 0.820, 2.677], [4.997, 3.339, -4.496], [-7.454, 5.730, 0.736], [4.639, -3.998, 2.858], [-4.442, 4.786, -2.459], [-2.839, 1.077, -2.634], [-4.659, -1.728, -6.043], [1.351, 4.643, 3.058], [-5.816, 0.980, 0.862], [4.134, 3.999, -4.586], [0.275, -1.602, -4.400], [0.291, -1.898, 4.488], [0.887, -3.228, -0.563], [4.054, 4.920, 3.456], [-8.241, 6.213, 0.158], [2.376, -0.008, 2.500], [-4.359, 1.089, 0.012], [0.010, -3.828, -5.622], [4.118, -6.336, 5.089], [3.628, -0.657, -1.907], [5.124, -4.891, 5.201], [3.367, 0.744, 3.721], [-7.893, 5.438, 1.690], [-7.639, 0.323, -0.228], [-4.415, -2.710, -6.448], [-0.144, -0.497, -3.173], [5.716, -6.222, 4.186], [-1.386, 5.603, 4.662], [5.671, 3.474, -5.342], [3.935, 4.091, 5.044], [2.510, 1.756, 2.595], [4.562, -2.811, 7.703], [-4.218, 4.413, -3.459], [-5.334, 4.401, -1.966], [-5.189, -1.175, -6.817], [-0.772, -2.117, -3.067], [-0.247, -4.275, 0.296], [-8.275, -0.903, -1.458], [4.146, -4.479, 8.041], [-2.796, -1.249, -0.725], [3.605, 3.244, 3.479], [-0.293, 4.575, 5.394], [1.383, -4.790, -0.233], [-8.050, 0.845, -1.796], [-4.469, 5.868, -2.585], [-1.808, 1.106, -2.988], [1.422, -4.867, -5.480], [2.121, -0.736, -2.770], [-5.331, -1.836, -5.192], [6.690, 0.675, 1.517], [6.288, -0.513, 0.288], [-2.762, -2.430, -2.030], [-6.680, 6.476, 0.919], [5.597, 3.699, -3.660], [-0.120, -5.490, -5.960], [1.561, -2.057, 3.311], [7.362, 0.863, -0.152], [-3.552, -2.854, -0.589], [-4.480, 1.930, 1.644], [-3.384, 0.498, -3.380], [0.173, 6.307, 5.152], [2.911, -1.884, 1.270], [-2.883, 0.576, -1.667], [4.717, -1.976, 1.356], [0.231, -3.267, 3.402], [3.188, -3.190, 8.748], [3.366, -1.841, -3.226], [3.802, -2.809, 0.097]], "lowdin_charge": [1.14, 1.03, -0.28, -0.27, -0.32, -0.27, -0.33, -0.25, -0.02, 0.03, 0.01, 0.02, 0.05, 0.02, 0.18, 0.17, 0.17, 0.00, 0.00, 0.04, 0.00, 0.02, 0.01, 0.01, 0.03, 0.00, 0.13, -0.02, 0.15, 0.04, 0.01, 0.01, 0.00, 0.01, -0.01, -0.03, 0.06, 0.17, -0.55, -0.02, -0.02, -0.03, -0.03, 0.01, -0.51, -0.06, -0.49, -0.47, -0.47, -0.06, -0.03, -0.58, -0.59, 0.01, -0.02, 0.01, -0.40, -0.02, -0.05, 0.00, 0.02, -0.06, -0.02, -0.50, -0.04, -0.05, -0.01, -0.42, 0.10, 0.10, 0.11, 0.11, 0.07, 0.11, 0.10, 0.05, 0.08, 0.09, 0.11, 0.08, 0.09, 0.10, 0.10, 0.09, 0.10, 0.07, 0.11, 0.10, 0.11, 0.11, 0.07, 0.10, 0.11, 0.09, 0.10, 0.08, 0.11, 0.11, 0.10, 0.06, 0.07, 0.10, 0.11, 0.11, 0.11, 0.09, 0.11, 0.07, 0.10, 0.10, 0.09, 0.08, 0.10, 0.10, 0.11, 0.07, 0.11, 0.11, 0.12, 0.10, 0.10, 0.07, 0.06, 0.08, 0.11, 0.11, 0.09, 0.11]}



[4]
{"formula": "C39H37BF2N4O4S5Sr", "method": "ωB97M-V/def2-TZVPD", "de_lowest_ev": 3.600, "multiplicity": 1, "homo_ha": -0.2324, "e_tot_ev": -116321.3779, "max_force_ev_per_a": 3.5, "elements": ["Sr", "S", "S", "S", "S", "S", "F", "F", "O", "O", "O", "O", "N", "N", "N", "N", "C", "C", "C", "C", "C", "C", "C", "C", "C", "C", "C", "C", "C", "C", "C", "C", "C", "C", "C", "C", "C", "C", "C", "C", "C", "C", "C", "C", "C", "C", "C", "C", "C", "C", "C", "C", "C", "C", "C", "B", "H", "H", "H", "H", "H", "H", "H", "H", "H", "H", "H", "H", "H", "H", "H", "H", "H", "H", "H", "H", "H", "H", "H", "H", "H", "H", "H", "H", "H", "H", "H", "H", "H", "H", "H", "H", "H"], "positions_angstrom": [[-0.725, 0.384, -0.463], [-0.233, -2.771, -4.440], [-1.669, 1.928, -2.711], [-4.838, -2.998, -0.054], [3.790, -4.161, -0.488], [2.998, 1.991, -0.145], [-1.338, -1.472, 2.694], [0.524, -0.374, 3.136], [2.420, -3.854, -0.989], [1.632, 1.374, -0.127], [-0.758, 0.769, -2.726], [-1.140, 3.135, -3.291], [-2.161, 2.026, -1.229], [-2.050, 2.304, 1.401], [-0.483, -2.006, -2.031], [-2.770, -1.581, -0.454], [-2.718, 3.278, 0.711], [-2.773, -2.563, -1.422], [-3.888, 0.427, -3.281], [-4.026, 5.239, -0.775], [2.381, -4.713, 1.782], [-1.683, -2.563, -2.403], [-3.801, -1.681, 0.331], [4.588, 3.608, 3.187], [-3.323, 4.375, 1.353], [-3.304, 2.124, -4.900], [4.340, 0.765, -0.342], [3.835, -1.556, 0.737], [-1.966, 2.412, 2.702], [3.754, 3.108, 4.180], [-4.973, 0.059, -4.060], [3.627, -4.748, 1.193], [4.352, 3.286, 1.859], [2.430, 1.965, 2.525], [-3.817, -3.427, -1.358], [-3.058, 1.454, -3.713], [-3.215, 4.445, 2.762], [3.282, 2.457, 1.551], [-4.086, -0.753, 1.464], [4.672, -0.267, 0.737], [-4.398, 1.752, -5.672], [1.734, -1.451, -2.925], [-3.420, 4.145, -1.433], [0.368, -2.040, -3.008], [4.739, -5.239, 1.866], [-1.741, -3.024, -3.680], [2.679, 2.295, 3.851], [2.246, -5.150, 3.093], [4.586, -2.574, -0.130], [-5.228, 0.723, -5.254], [4.596, -5.675, 3.173], [-3.988, 5.360, 0.582], [-2.775, 3.169, -0.717], [3.349, -5.625, 3.786], [-2.538, 3.474, 3.436], [-0.369, -0.669, 2.116], [-4.452, 6.200, 1.084], [-4.603, 2.272, -6.599], [-3.464, 4.091, -2.512], [-6.082, 0.440, -5.856], [5.452, -6.061, 3.711], [-2.641, 2.921, -5.207], [4.804, -2.166, -1.122], [4.124, 0.290, -1.303], [1.540, -4.344, 1.216], [1.667, -0.363, -3.000], [-4.046, -1.284, 2.415], [2.379, -1.814, -3.724], [-4.009, -4.286, -1.979], [2.814, -1.397, 0.384], [-5.622, -0.743, -3.731], [3.239, -5.965, 4.808], [5.538, -2.846, 0.336], [5.182, 1.447, -0.497], [3.944, 3.358, 5.216], [5.717, -0.555, 0.578], [1.276, -5.108, 3.568], [-3.670, 5.278, 3.285], [2.162, -1.719, -1.958], [-4.525, 5.992, -1.372], [-3.330, 0.029, 1.488], [4.648, 0.219, 1.711], [3.743, -1.937, 1.754], [-2.576, -3.471, -4.192], [4.988, 3.682, 1.076], [5.705, -5.286, 1.375], [-1.424, 1.622, 3.213], [5.416, 4.255, 3.446], [-3.693, -0.068, -2.338], [2.030, 1.903, 4.623], [-2.431, 3.499, 4.512], [1.602, 1.322, 2.255], [-5.072, -0.301, 1.351]], "lowdin_charge": [1.29, 1.09, 0.56, 1.07, 0.96, 1.01, 0.00, -0.01, -0.52, -0.64, -0.50, -0.28, -0.32, 0.09, 0.05, 0.04, -0.15, -0.34, -0.05, -0.07, -0.07, -0.34, -0.63, -0.08, -0.16, -0.06, -0.31, -0.20, -0.13, -0.08, -0.07, -0.40, -0.09, -0.06, -0.34, -0.26, -0.01, -0.40, -0.06, -0.21, -0.07, -0.07, -0.02, -0.65, -0.09, -0.34, -0.05, -0.06, -0.35, -0.08, -0.08, -0.05, -0.25, -0.08, -0.05, -0.61, 0.11, 0.10, 0.10, 0.10, 0.10, 0.11, 0.09, 0.09, 0.11, 0.08, 0.09, 0.08, 0.08, 0.11, 0.11, 0.10, 0.09, 0.09, 0.10, 0.11, 0.11, 0.12, 0.05, 0.10, 0.05, 0.11, 0.12, 0.08, 0.11, 0.11, 0.10, 0.10, 0.10, 0.11, 0.10, 0.08, 0.08]}



| no. | orbital gap (eV) |
| --- | --- |
| 1 | 9.7 |
| 2 | 2.4 |
| 3 | 1.5 |
| 4 | 6.7 |